No. 1
Here is C42H70F3NNbO18 as an isolated structure in a non-equilibrium geometry from the OMol25 dataset. Energies are from ωB97M-V/def2-TZVPD.

```
135
Properties=species:S:1:pos:R:3
C 0.3410 3.4809 5.2793
C 1.0485 3.4172 3.9205
N 0.8405 2.1721 3.1234
C 0.4199 2.5486 1.7473
C 0.0529 1.3686 0.8397
Nb -0.9659 2.1663 -1.0821
C 0.8465 1.7348 -2.3972
C 1.4683 0.3730 -2.2130
O 2.4831 0.1256 -3.2717
C 3.6825 0.6676 -2.8821
C 4.6855 0.4838 -3.9862
F 5.8468 1.0383 -3.7108
F 4.2709 1.0320 -5.1185
F 4.8520 -0.8008 -4.2526
C -0.0823 1.2862 3.7414
C 0.5820 0.2698 4.6357
O -1.2481 1.2874 3.5599
H 0.6418 2.6965 5.9622
H -0.7385 3.5587 5.1992
H 0.6674 4.4077 5.7580
H 2.1171 3.4945 4.1251
H 0.7143 4.2822 3.3540
H -0.3782 3.2941 1.7195
H 1.2877 3.0301 1.2951
H 0.9524 0.7880 0.6029
H -0.6847 0.6961 1.2812
H -0.1781 3.8053 -0.7045
H -1.8088 2.9113 -2.5158
H -1.6730 0.5163 -1.3994
H -2.3441 2.7116 0.0002
H 1.5664 2.5516 -2.3224
H 0.4864 1.7708 -3.4295
H 0.7409 -0.4110 -2.3704
H 2.0073 0.2614 -1.2714
H 4.0724 0.1415 -1.9999
H 3.6118 1.7326 -2.6343
H 1.3583 0.8058 5.1674
H 1.0880 -0.4824 4.0349
H -0.0914 -0.1462 5.3765
O 1.9451 0.9222 7.4124
C 3.1055 1.2134 7.3874
O 3.5447 2.4945 7.3234
C 4.9757 2.5146 7.1895
C 5.4520 1.1705 7.7236
C 4.2809 0.2640 7.3624
H 5.2171 2.6463 6.1325
H 5.3815 3.3536 7.7523
H 6.4051 0.8570 7.3007
H 5.5653 1.2132 8.8095
H 4.3700 -0.1384 6.3516
H 4.1489 -0.5412 8.0795
O -3.8442 0.2248 -1.7372
C -4.7616 -0.0116 -1.0086
O -5.9615 0.6276 -1.0937
C -6.8187 0.2028 -0.0244
C -6.2795 -1.1480 0.4099
C -4.7833 -0.9957 0.1422
H -6.7730 0.9492 0.7733
H -7.8428 0.1380 -0.3897
H -6.5223 -1.3959 1.4379
H -6.6868 -1.9235 -0.2267
H -4.2525 -0.5578 0.9899
H -4.3199 -1.9349 -0.1474
O -0.3307 4.4451 -4.3504
C 0.0454 4.3457 -5.4730
O -0.2744 5.2393 -6.4635
C 0.2408 4.7790 -7.7187
C 1.3742 3.8253 -7.3675
C 0.8931 3.2267 -6.0493
H -0.5659 4.2803 -8.2632
H 0.5813 5.6340 -8.3009
H 1.5707 3.0873 -8.1444
H 2.2938 4.3896 -7.2001
H 0.2600 2.3520 -6.2033
H 1.7145 2.9821 -5.3818
O 3.2693 -2.5040 4.9693
C 2.8171 -3.0340 3.9955
O 3.1349 -2.6523 2.7384
C 2.3459 -3.3890 1.7805
C 1.9158 -4.6492 2.5124
C 1.7970 -4.1544 3.9534
H 1.4922 -2.7737 1.4855
H 2.9525 -3.5897 0.8995
H 0.9992 -5.0824 2.1158
H 2.7013 -5.4051 2.4447
H 0.8103 -3.7385 4.1628
H 2.0427 -4.9256 4.6786
O -9.3762 -2.0452 -3.0801
C -8.5281 -1.3920 -3.6273
O -7.4283 -0.9366 -3.0016
C -6.6553 -0.0975 -3.8920
C -7.0829 -0.5193 -5.2886
C -8.5372 -0.9254 -5.0706
H -6.8902 0.9455 -3.6800
H -5.5956 -0.2577 -3.7137
H -6.9460 0.2638 -6.0321
H -6.5049 -1.3894 -5.6066
H -9.2185 -0.0779 -5.1612
H -8.8456 -1.7293 -5.7342
O -7.9296 -3.3634 1.0695
C -8.3398 -4.1206 0.2400
O -7.8357 -4.1762 -1.0158
C -8.5996 -5.0903 -1.8156
C -9.2756 -6.0217 -0.8191
C -9.4866 -5.1028 0.3802
H -9.3162 -4.5149 -2.4051
H -7.9316 -5.6194 -2.4925
H -10.1912 -6.4696 -1.2024
H -8.5948 -6.8306 -0.5463
H -10.4270 -4.5539 0.3133
H -9.4266 -5.6346 1.3257
O 4.8956 2.5256 3.4757
C 5.3502 2.1379 2.4432
O 6.5857 1.5709 2.3441
C 6.8922 1.3075 0.9677
C 5.5465 1.2389 0.2634
C 4.7067 2.2230 1.0746
H 7.5175 2.1203 0.5898
H 7.4489 0.3742 0.8973
H 5.6077 1.4763 -0.7968
H 5.1277 0.2340 0.3611
H 4.8016 3.2454 0.7052
H 3.6582 1.9355 1.1210
O 4.1816 -4.2475 -0.5272
C 4.7991 -3.3518 -1.0319
O 4.2056 -2.2410 -1.5194
C 5.1798 -1.3952 -2.1550
C 6.5121 -1.7998 -1.5425
C 6.2955 -3.2846 -1.2603
H 5.1435 -1.5741 -3.2314
H 4.9298 -0.3536 -1.9654
H 7.3631 -1.5893 -2.1880
H 6.6641 -1.2670 -0.6017
H 6.5476 -3.9074 -2.1199
H 6.8365 -3.6205 -0.3799
```

Computed properties:
F_max: 0.1165 hartree/bohr
net charge: -1
HOMO energy: -4.4 eV

=====

No. 2
Here is C40H45AsBrCrOS3 as an isolated structure from the OMol25 dataset. Energies are from ωB97M-V/def2-TZVPD.

```
92
Properties=species:S:1:pos:R:3
Cr -0.7736 -1.1936 -0.4753
C 0.1746 1.9486 6.7770
C 1.1913 2.2821 5.6779
C 2.5425 1.7026 6.0887
C 1.3341 3.8061 5.5727
C 0.7102 1.7249 4.3444
C 1.4315 0.8103 3.5947
C 0.9453 0.3752 2.3765
Br 2.0042 -0.8768 1.4209
C -0.2690 0.8088 1.8098
O -0.6374 0.4538 0.6174
C -1.0469 1.6842 2.6227
C -0.5154 2.1260 3.8240
C -2.4484 2.1982 2.2590
C -2.3690 3.7083 1.9917
C -3.4059 1.9417 3.4387
C -3.0986 1.5393 1.0417
H 0.5144 2.3320 7.7418
H 0.0363 0.8703 6.8636
H -0.7982 2.3890 6.5630
H 2.8452 2.1215 7.0503
H 3.3184 1.9405 5.3606
H 2.4992 0.6185 6.1938
H 1.7001 4.2243 6.5136
H 0.3779 4.2757 5.3438
H 2.0335 4.0763 4.7799
H 2.3816 0.4241 3.9324
H -1.1008 2.8305 4.4002
H -1.9896 4.2546 2.8564
H -3.3601 4.0994 1.7486
H -1.7062 3.9139 1.1491
H -3.1067 2.4561 4.3506
H -3.4627 0.8745 3.6545
H -4.4082 2.2886 3.1763
H -2.5685 1.7532 0.1202
H -4.1166 1.9295 0.9565
H -3.1493 0.4551 1.1351
S -1.9089 -2.4599 1.1697
C -2.5725 -3.8165 0.2693
C -3.3018 -4.7911 0.9537
C -3.8459 -5.8857 0.3078
C -3.6699 -6.0325 -1.0640
C -2.9532 -5.0751 -1.7578
C -2.4030 -3.9647 -1.1169
S -1.5137 -2.7888 -2.0881
H -3.4349 -4.6727 2.0224
H -4.4037 -6.6207 0.8747
H -4.0865 -6.8841 -1.5870
H -2.8058 -5.1736 -2.8271
C -2.2256 2.5916 -2.7060
S -2.0472 0.8165 -2.4791
C -2.9511 0.1856 -3.8919
H -1.7789 2.9364 -3.6408
H -1.7111 3.0751 -1.8756
H -3.2719 2.8991 -2.6765
H -4.0024 0.4706 -3.8487
H -2.8726 -0.8989 -3.8260
H -2.5135 0.5117 -4.8354
C 3.6495 3.1318 -1.4059
C 4.3027 1.9140 -1.2959
C 3.6241 0.7301 -1.5443
C 2.2840 0.7541 -1.9127
C 1.6237 1.9789 -1.9861
C 2.3047 3.1619 -1.7468
As 1.1941 -0.8409 -2.1282
C 0.8725 -0.8994 -4.0490
C 0.6189 0.2515 -4.7850
C 0.3153 0.1659 -6.1358
C 0.2477 -1.0717 -6.7590
C 0.4882 -2.2230 -6.0252
C 0.8010 -2.1391 -4.6762
C 2.4634 -2.3011 -1.9896
C 3.6053 -2.3644 -2.7848
C 4.4676 -3.4456 -2.6855
C 4.1855 -4.4736 -1.7953
C 3.0426 -4.4204 -1.0139
C 2.1775 -3.3378 -1.1111
H 4.1802 4.0534 -1.2048
H 5.3430 1.8804 -0.9996
H 4.1454 -0.2108 -1.4266
H 0.5588 2.0114 -2.1924
H 1.7754 4.1042 -1.8048
H 0.6609 1.2293 -4.3195
H 0.1300 1.0728 -6.6984
H 0.0048 -1.1372 -7.8119
H 0.4230 -3.1959 -6.4960
H 0.9631 -3.0469 -4.1075
H 3.8188 -1.5719 -3.4950
H 5.3537 -3.4873 -3.3070
H 4.8555 -5.3210 -1.7194
H 2.8112 -5.2237 -0.3269
H 1.2735 -3.3177 -0.5093
```

Computed properties:
F_max: 0.0092 hartree/bohr
multiplicity: 5
net charge: -1
HOMO energy (spin up / spin down): -3.7 / -4.1 eV

=====

No. 3
Here is a 3-piece molecular cluster, C22H36Br2IN3O11PS3 overall from the OMol25 dataset. Energies are from ωB97M-V/def2-TZVPD.

```
79
Properties=species:S:1:pos:R:3
C -0.1875 5.3325 -1.1722
C -0.8270 4.0426 -1.6915
S 0.2076 2.5491 -1.7670
C 1.2845 2.7746 -0.3180
N 2.0238 1.5552 0.2418
C 3.0244 2.1838 1.2025
C 4.1591 3.0324 0.6434
C 5.0846 3.3985 1.8263
C 6.2500 2.4308 1.9556
O 6.9448 2.1265 1.0300
O 6.4966 1.9878 3.2399
C 2.6918 0.6633 -0.8459
Br 3.3753 1.6533 -2.3641
I 4.4942 -0.3871 -0.1370
C 1.6484 -0.4444 -1.2079
C 1.2055 -0.5643 -2.6674
C 0.0011 -1.4986 -2.8398
N 0.1371 -2.8268 -2.2424
C 0.5168 -0.2583 -0.1866
C 1.0671 0.5734 0.9557
C 1.7375 -0.3235 2.0089
C 2.0689 0.1418 3.2844
C 2.6056 -0.7411 4.2050
C 2.7924 -2.0620 3.8332
C 2.4104 -2.4351 2.5544
N 1.8968 -1.5945 1.6683
P -0.3500 1.3308 2.0678
O -0.9707 -0.1415 2.4205
Br -1.8777 1.9651 0.6497
H 0.5283 5.1853 -0.3668
H 0.2959 5.8804 -1.9810
H -0.9743 5.9789 -0.7783
H -1.0906 4.1789 -2.7420
H -1.7549 3.8076 -1.1691
H 0.7541 3.2049 0.5333
H 2.0669 3.4671 -0.6171
H 2.4263 2.8155 1.8671
H 3.4349 1.3917 1.8162
H 4.7627 2.5180 -0.0980
H 3.8060 3.9568 0.1855
H 4.5324 3.4545 2.7672
H 5.4953 4.3973 1.6604
H 6.0759 1.1348 3.4002
H 2.1256 -1.3936 -0.9721
H 2.0335 -0.9820 -3.2468
H 0.9318 0.4010 -3.0884
H -0.1630 -1.6206 -3.9141
H -0.8950 -1.0264 -2.4272
H -0.3983 -2.9495 -1.3988
H 1.0891 -3.1297 -2.1030
H -0.2936 0.2843 -0.6772
H 0.0916 -1.1904 0.1680
H 1.9122 1.1778 3.5604
H 2.8735 -0.4030 5.1985
H 3.2057 -2.7894 4.5180
H 2.5302 -3.4637 2.2318
H -0.9497 -0.2758 3.3769
C -5.2778 -0.5758 -1.6063
C -5.6946 -0.1085 -2.9843
O -5.3920 1.3012 -2.9768
S -4.1120 1.5812 -2.0919
O -2.9507 1.6826 -2.9089
O -4.4044 2.6204 -1.1664
O -4.0682 0.1770 -1.3472
H -6.0166 -0.3118 -0.8488
H -5.0729 -1.6414 -1.5731
H -6.7547 -0.2349 -3.1793
H -5.1109 -0.5870 -3.7715
C -3.9172 -5.9076 1.1799
C -3.8985 -6.5459 -0.1958
O -5.1546 -6.1448 -0.7666
S -5.5544 -4.6954 -0.2586
O -5.1702 -3.7187 -1.2217
O -6.8852 -4.7291 0.2205
O -4.5201 -4.6207 0.9508
H -4.5371 -6.4658 1.8819
H -2.9249 -5.7609 1.5956
H -3.8581 -7.6302 -0.1670
H -3.0884 -6.1589 -0.8158
```

Computed properties:
F_max: 0.0194 hartree/bohr
net charge: +1
HOMO energy: -11.2 eV

=====

No. 4
Here is a 2-piece molecular cluster, C9H16NOS overall in a non-equilibrium geometry from the OMol25 dataset. Energies are from ωB97M-V/def2-TZVPD.

```
28
Properties=species:S:1:pos:R:3
C -3.1582 -1.3204 2.2360
C -1.6533 -1.1198 1.9781
C -3.6937 -2.2083 1.4566
C -1.2254 -1.8538 0.7584
C 2.9634 1.6279 -0.7272
C 0.9985 3.2843 -0.8282
C 0.4857 0.4952 -2.2965
C -0.0704 -1.8288 0.1817
C 1.5115 2.0435 -0.8194
N 1.0750 -1.0209 0.5672
O 0.5705 1.0121 -0.9669
S -2.7442 -2.7885 0.1159
H -3.7365 -0.8724 2.9519
H -1.1708 -1.4240 2.8871
H -4.7632 -2.4590 1.4665
H 3.5048 2.4649 -1.0151
H 3.1106 1.3119 0.2789
H 2.9442 0.8014 -1.4303
H -1.5511 -0.0260 1.9427
H 1.4643 4.2026 -0.9035
H -0.0604 3.4740 -1.0473
H 1.3419 -0.0393 -2.6019
H 0.3630 1.2198 -3.0698
H -0.4449 -0.2160 -2.2811
H 0.1586 -2.4105 -0.7253
H 0.8897 -0.0179 -0.0230
H 1.9729 -1.6039 0.4075
H 0.9174 -0.7280 1.5069
```

Computed properties:
F_max: 0.0724 hartree/bohr
net charge: +1
HOMO energy: -11.4 eV

=====

No. 5
Here is C6H6N2O2 as an isolated structure in a non-equilibrium geometry from the OMol25 dataset. Energies are from ωB97M-V/def2-TZVPD.

```
16
Properties=species:S:1:pos:R:3
C 1.3515 -2.3519 -1.8665
C 0.6837 -3.3228 -2.1975
C -0.0376 -0.2977 -0.1195
C -0.8010 -0.3449 1.1627
C -0.9805 0.7913 1.8628
C 0.0213 2.2178 0.1525
H 1.5996 -1.4459 -1.3644
H 0.0816 -4.1097 -2.5836
H 0.8872 1.1972 -1.2796
H -1.0446 -1.2999 1.6461
H -1.3997 0.8270 2.8898
H -0.6863 2.9253 1.9359
N 0.4141 1.0393 -0.4307
N -0.6439 2.0176 1.3947
O 0.1863 -1.1400 -0.9556
O 0.3681 3.2971 -0.2471
```

Computed properties:
F_max: 0.1262 hartree/bohr
HOMO energy: -8.6 eV

=====

No. 6
Here is C2H3BiO as an isolated structure in a non-equilibrium geometry from the OMol25 dataset. Energies are from ωB97M-V/def2-TZVPD.

```
7
Properties=species:S:1:pos:R:3
O -1.1224 0.8305 0.3045
C -0.4925 -0.2966 -0.3217
Bi 0.8887 1.3959 -0.0275
H -2.0585 0.7502 0.5324
C -1.1066 -1.4842 -0.1824
H -0.6328 -2.3790 -0.5888
H -2.1257 -1.5969 0.2104
```

Computed properties:
F_max: 0.0362 hartree/bohr
net charge: +2
HOMO energy (spin up / spin down): -19.9 / -19.8 eV

=====

No. 7
Here is C4H10O3 as an isolated structure in a non-equilibrium geometry from the OMol25 dataset. Energies are from ωB97M-V/def2-TZVPD.

```
17
Properties=species:S:1:pos:R:3
C -0.5993 -0.0740 0.6903
C 0.7139 -1.2844 1.2324
C -1.6979 1.2534 -1.9453
C 2.0609 -0.8515 0.7311
O -0.5469 -0.5738 -0.5228
O -1.9763 0.1346 -1.1717
O -0.2179 1.2128 0.8988
H 0.4673 1.4408 0.2529
H -1.4773 -0.2928 1.3025
H 0.4071 -2.2717 0.9056
H 0.5713 -1.1649 2.3042
H -2.6535 1.6157 -2.3474
H -1.0420 1.0205 -2.7963
H -1.2471 2.0817 -1.3690
H 2.2944 0.1669 1.0446
H 2.1061 -0.9118 -0.3552
H 2.8371 -1.5014 1.1455
```

Computed properties:
F_max: 0.0899 hartree/bohr
HOMO energy (spin up / spin down): -9.1 / -9.1 eV

=====

No. 8
Here is C16H26Cl2InN2O3P as an isolated structure in a non-equilibrium geometry from the OMol25 dataset. Energies are from ωB97M-V/def2-TZVPD.

```
51
Properties=species:S:1:pos:R:3
C -0.5100 -4.4393 -6.7690
C -0.3303 -3.7266 -5.4603
H -1.5748 -4.5836 -6.9599
H 0.0097 -5.4010 -6.7311
H -0.0509 -3.8492 -7.5675
O -1.1654 -3.3495 -4.7035
Cl 1.4437 -3.4601 -5.0896
In -0.4771 0.1717 -2.0248
P -0.4490 1.8485 -3.6248
C -1.8401 3.0409 -3.6347
C 1.0324 2.9226 -3.5407
H 0.4355 0.5393 -5.4396
H -0.3167 2.0432 -6.0639
H -1.3327 0.6652 -5.5453
C -0.4131 1.2218 -5.3456
H 1.9172 2.2825 -3.5836
H 1.0471 3.6413 -4.3674
H -1.7163 3.7830 -4.4301
H -1.8884 3.5491 -2.6677
H 1.0347 3.4586 -2.5878
H -2.7790 2.5010 -3.7840
C -2.0503 0.7314 -1.2992
O -3.0615 1.0911 -0.8324
Cl 1.5851 -0.5611 -2.9747
C 2.2020 2.2512 5.6170
C 0.8519 1.5626 5.8104
N 0.6613 0.4634 4.8557
C 0.7014 -0.8800 5.4271
C -0.6954 -1.3348 5.8634
C 0.4536 0.7575 3.5108
O 0.4558 1.9418 3.1912
C 0.2090 -0.2129 2.3589
C -0.0278 -1.6032 2.4821
C -0.2695 -2.3948 1.3673
C -0.2989 -1.8184 0.1107
N -0.0965 -0.4833 -0.0413
C 0.1526 0.3200 1.0347
H 3.0184 1.5101 5.7517
H 2.3186 3.0505 6.3785
H 2.2944 2.7111 4.6134
H 0.8369 1.1924 6.8605
H 0.0128 2.2886 5.7290
H 1.2866 -1.5688 4.7929
H 1.3224 -0.8811 6.3494
H -1.4087 -1.3613 5.0162
H -0.6342 -2.3440 6.3233
H -1.0949 -0.6297 6.6243
H -0.0734 -2.1385 3.4000
H -0.4678 -3.4539 1.4808
H -0.5340 -2.4452 -0.7407
H 0.2734 1.3808 0.8586
```

Computed properties:
F_max: 0.3358 hartree/bohr
net charge: +2
HOMO energy: -14.0 eV

=====

No. 9
Here is one molecule with the formula H2NO2P in a non-equilibrium geometry from the OMol25 dataset. Energies are from ωB97M-V/def2-TZVPD.

```
6
Properties=species:S:1:pos:R:3
O 1.0899 0.3808 1.6375
N 0.5135 -0.4855 1.0110
P -0.2615 -0.0441 -0.3978
O -1.6309 0.1455 0.0742
H -0.2345 -1.1012 -1.5235
H 0.5235 1.1045 -0.8015
```

Computed properties:
F_max: 0.0740 hartree/bohr
HOMO energy (spin up / spin down): -10.0 / -9.9 eV
SMILES: O=N[PH2]=O